(1)
Here is a structure of composition C14H25CsN3O8 in a non-equilibrium geometry from the OMol25 dataset. Energies are from ωB97M-V/def2-TZVPD.

Each line ends with the Mulliken charge.
Atoms and positions in Å:
Cs: -0.511 -0.594 0.692  1.534
O: -2.060 0.908 2.961  -0.664
C: -3.458 0.743 2.780  -0.803
C: -3.921 0.507 1.341  -0.592
N: -3.372 -0.664 0.682  0.352
C: -3.635 -1.932 1.369  -0.687
C: -2.847 -2.259 2.691  0.321
O: -3.443 -2.925 3.537  -0.802
O: -1.648 -1.836 2.714  -0.827
C: -3.692 -0.720 -0.755  -0.537
C: -2.682 -1.494 -1.683  0.274
O: -3.115 -2.481 -2.286  -0.784
O: -1.515 -0.998 -1.722  -0.651
H: -1.706 -0.005 2.981  0.360
H: -3.927 1.670 3.124  0.419
H: -3.839 -0.051 3.432  0.277
H: -3.651 1.383 0.744  0.298
H: -5.030 0.454 1.374  0.293
H: -3.365 -2.731 0.673  0.458
H: -4.704 -2.045 1.607  0.239
H: -3.707 0.313 -1.116  0.383
H: -4.690 -1.158 -0.908  0.209
C: -1.480 1.672 -3.397  -0.943
N: -0.047 1.640 -3.150  0.186
C: 0.780 1.201 -4.253  -1.175
C: 0.381 1.737 -1.868  0.589
O: -0.363 2.027 -0.950  -0.679
C: 1.865 1.457 -1.614  -0.750
O: 2.046 1.013 -0.293  -0.131
C: 3.368 0.695 0.012  -0.665
C: 3.412 -0.398 1.089  0.692
O: 2.431 -1.060 1.355  -0.630
N: 4.630 -0.598 1.673  0.129
C: 4.781 -1.698 2.606  -1.110
C: 5.829 0.097 1.252  -0.981
H: -1.783 2.633 -3.823  0.298
H: -2.005 1.496 -2.464  0.091
H: -1.738 0.870 -4.089  0.461
H: 0.373 1.602 -5.181  0.404
H: 0.800 0.109 -4.332  0.330
H: 1.799 1.579 -4.176  0.413
H: 2.432 2.379 -1.817  0.273
H: 2.237 0.690 -2.302  0.506
H: 3.914 1.590 0.333  0.196
H: 3.902 0.295 -0.864  0.368
H: 3.801 -2.117 2.810  0.318
H: 5.225 -1.347 3.540  0.359
H: 5.424 -2.481 2.194  0.356
H: 5.718 1.180 1.305  0.347
H: 6.146 -0.178 0.241  0.303
H: 6.637 -0.172 1.931  0.374

Results
LUMO energy   0.0619 Ha
Energy relative to the best compared isomer or geometry (same formula, charge and spin)   24.1 kJ/mol
Largest force on an atom   1.7 eV Å⁻¹
Kohn-Sham gap   6.25 eV
Charge   -1
Calculated total energy   -1334.8974 Eh

(2)
Here is a cluster of 2 separate species, C6H10F2N2O in total in a non-equilibrium geometry from the OMol25 dataset. Energies are from ωB97M-V/def2-TZVPD.

Each line ends with the Mulliken charge.
Atoms and positions in Å:
C: 0.702 -0.157 -1.043  0.759
C: 2.001 -0.134 1.102  0.495
C: 0.130 -1.122 -2.035  -1.202
C: -2.655 0.545 -0.172  -0.901
C: 1.157 -0.732 0.233  -0.489
C: -1.035 0.342 1.537  0.012
N: 0.753 1.042 -1.351  -0.669
N: -1.802 1.072 0.873  -0.415
O: 2.232 1.143 1.311  -0.446
F: 2.653 -0.935 1.986  -0.283
F: -0.418 0.744 2.648  -0.275
H: 0.560 -2.071 -1.894  0.365
H: 0.550 -0.899 -2.966  0.398
H: -0.992 -0.897 -2.065  0.185
H: -3.601 1.013 0.092  0.333
H: -2.306 1.054 -0.981  0.352
H: -2.380 -0.439 -0.289  0.350
H: 1.200 -1.832 0.458  0.266
H: -0.906 -0.703 1.465  0.530
H: 1.054 1.814 -0.775  0.260
H: 3.102 1.150 1.866  0.374

Results
LUMO energy   0.0179 Ha
Energy relative to the best compared isomer or geometry (same formula, charge and spin)   44.4 kJ/mol
Largest force on an atom   3.5 eV Å⁻¹
Kohn-Sham gap   9.63 eV
SMILES   [H]/N=C(C)\C=C(/O)F.C/N=C/F
Calculated total energy   -618.9970 Eh

(3)
Here is a cluster of 2 separate species, C5H10O2 in total in a non-equilibrium geometry from the OMol25 dataset. Energies are from ωB97M-V/def2-TZVPD.

Each line ends with the Mulliken charge.
Atoms and positions in Å:
O: -0.932 -0.550 -1.778  -0.514
C: 0.264 0.202 -1.667  -0.378
C: -0.019 1.422 -0.883  -0.015
C: -0.672 -1.603 1.220  -0.882
C: 0.160 -0.588 1.877  0.190
O: 1.361 -0.553 1.830  -0.496
C: 0.758 1.935 0.059  -0.921
H: -0.759 -1.275 -2.390  0.288
H: 1.087 -0.341 -1.191  0.287
H: 0.606 0.517 -2.661  0.362
H: -0.893 1.955 -1.220  0.303
H: -1.359 -1.286 0.428  0.275
H: -0.064 -2.425 0.848  0.252
H: -1.235 -1.903 2.137  0.336
H: -0.435 0.158 2.439  0.332
H: 1.655 1.432 0.389  0.308
H: 0.551 2.893 0.515  0.272

Results
LUMO energy   0.0299 Ha
Energy relative to the best compared isomer or geometry (same formula, charge and spin)   248.3 kJ/mol
Largest force on an atom   1.5 eV Å⁻¹
Kohn-Sham gap   10.55 eV
SMILES   C=CCO.CC=O
Calculated total energy   -346.9308 Eh

(4)
Here is a structure of composition C43H60I2N4O3S2Sr in a non-equilibrium geometry from the OMol25 dataset. Energies are from ωB97M-V/def2-TZVPD.

Each line ends with the Mulliken charge.
Atoms and positions in Å:
Sr: -2.062 -1.052 0.984  2.266
C: -5.943 -0.336 1.950  -1.166
N: -4.574 -0.418 2.437  1.622
C: -4.555 -0.661 3.873  -1.226
C: -3.824 0.812 2.162  -2.036
C: -3.666 1.103 0.634  -0.260
N: -2.255 1.318 0.229  0.912
C: -2.133 1.442 -1.229  -1.373
C: -0.735 1.337 -1.759  0.295
C: -0.202 2.373 -2.510  -0.545
C: 1.066 2.304 -3.073  0.355
C: 1.796 1.138 -2.811  -0.859
C: 1.319 0.077 -2.058  0.106
C: -0.013 0.135 -1.542  -0.639
O: -0.522 -0.852 -0.880  -0.311
C: 2.180 -1.149 -1.748  2.866
C: 2.335 -1.291 -0.226  -1.015
C: 1.529 -2.417 -2.321  -2.002
C: 3.587 -1.038 -2.347  -2.413
C: 1.592 3.366 -4.041  2.315
C: 1.261 2.935 -5.480  -1.937
C: 3.112 3.540 -3.930  -1.541
C: 0.946 4.734 -3.793  -1.839
C: -1.485 2.290 1.019  -1.896
C: -0.059 1.902 1.362  0.882
C: 0.967 2.671 0.831  -0.327
C: 2.295 2.469 1.167  -0.068
C: 2.554 1.473 2.111  -0.325
C: 1.574 0.678 2.682  -0.165
C: 0.216 0.845 2.271  0.613
O: -0.726 0.051 2.711  -1.586
C: 1.914 -0.391 3.726  2.701
C: 1.118 -0.115 5.011  -1.863
C: 3.400 -0.398 4.104  -2.422
C: 1.567 -1.789 3.202  -1.341
C: 3.448 3.232 0.521  2.670
C: 4.263 2.262 -0.348  -1.355
C: 2.940 4.361 -0.376  -1.942
C: 4.360 3.846 1.590  -2.004
H: -6.463 0.539 2.377  0.330
H: -6.481 -1.239 2.242  0.327
H: -5.960 -0.288 0.861  0.134
H: -5.015 0.171 4.432  0.351
H: -3.529 -0.784 4.222  0.212
H: -5.109 -1.573 4.101  0.389
H: -2.845 0.693 2.653  0.705
H: -4.300 1.659 2.683  0.365
H: -4.331 1.929 0.342  0.388
H: -4.047 0.238 0.046  -0.257
H: -2.562 2.409 -1.546  0.237
H: -2.759 0.653 -1.662  0.326
H: -0.823 3.252 -2.656  0.200
H: 2.794 1.058 -3.221  0.278
H: 1.364 -1.397 0.254  -0.003
H: 2.832 -0.411 0.193  -0.231
H: 2.932 -2.178 0.011  0.765
H: 0.542 -2.572 -1.891  0.169
H: 2.149 -3.290 -2.095  0.479
H: 1.430 -2.335 -3.408  0.391
H: 4.127 -0.170 -1.960  0.259
H: 3.563 -0.975 -3.439  0.433
H: 4.154 -1.932 -2.076  0.461
H: 1.722 1.971 -5.702  0.299
H: 1.625 3.671 -6.207  0.503
H: 0.182 2.825 -5.605  0.341
H: 3.647 2.635 -4.222  0.299
H: 3.410 3.791 -2.911  0.105
H: 3.444 4.345 -4.594  0.527
H: -0.127 4.715 -3.990  0.370
H: 1.390 5.481 -4.459  0.470
H: 1.095 5.063 -2.763  0.255
H: -2.026 2.463 1.953  0.709
H: -1.461 3.256 0.493  0.073
H: 0.692 3.428 0.106  0.126
H: 3.584 1.297 2.390  0.291
H: 1.386 0.862 5.424  0.377
H: 1.345 -0.880 5.760  0.470
H: 0.049 -0.127 4.803  0.214
H: 3.727 0.565 4.507  0.392
H: 4.034 -0.651 3.251  0.349
H: 3.563 -1.158 4.873  0.478
H: 0.517 -1.869 2.931  0.058
H: 1.785 -2.541 3.968  0.530
H: 2.161 -2.029 2.317  0.121
H: 3.624 1.821 -1.115  -0.188
H: 4.669 1.447 0.255  0.382
H: 5.097 2.779 -0.836  0.565
H: 2.311 3.967 -1.175  -0.168
H: 3.786 4.883 -0.832  0.519
H: 2.355 5.088 0.194  0.420
H: 4.794 3.081 2.236  0.300
H: 3.797 4.537 2.223  0.390
H: 5.183 4.396 1.121  0.466
I: -5.455 -5.185 2.086  -0.012
C: -3.834 -3.888 2.523  1.272
I: -2.909 -4.220 4.399  -0.002
H: -4.239 -2.883 2.532  -0.609
H: -3.079 -3.997 1.755  -0.783
S: -5.188 -1.194 -1.448  -0.505
C: -4.350 -2.674 -1.650  0.165
N: -3.599 -3.304 -0.788  0.176
C: -3.096 -4.485 -1.324  -0.170
C: -2.283 -5.400 -0.653  -0.066
C: -1.867 -6.549 -1.304  -0.718
C: -2.250 -6.812 -2.619  -0.421
C: -3.061 -5.920 -3.300  -0.530
C: -3.479 -4.767 -2.648  0.483
S: -4.497 -3.485 -3.217  -0.372
H: -1.941 -5.182 0.347  -0.086
H: -1.215 -7.239 -0.783  0.408
H: -1.906 -7.713 -3.113  0.348
H: -3.363 -6.113 -4.322  0.348
O: 0.886 -4.921 1.572  -0.797
C: 0.001 -4.109 1.518  0.537
N: -0.886 -3.320 1.479  -0.567

Results
LUMO energy   0.1314 Ha
Energy relative to the best compared isomer or geometry (same formula, charge and spin)   38.8 kJ/mol
Largest force on an atom   2.4 eV Å⁻¹
Kohn-Sham gap   5.74 eV
Charge   -2
Calculated total energy   -3542.0298 Eh